Below is a structure of composition C22H42FeNOP3S in a non-equilibrium geometry, with properties calculated with ωB97M-V/def2-TZVPD.

Structure (ORCA input):
```
! wB97M-V def2-TZVPD RIJCOSX def2/J DEFGRID3
* xyz 3 6
Fe 0.087 -0.014 -0.067
P -0.245 -0.800 1.894
P -2.438 -0.275 -0.604
P -0.439 2.223 0.696
H 2.361 -1.114 -2.979
C 1.908 -0.716 -2.011
C 2.110 -1.438 -0.744
H 1.899 -2.525 -0.824
C 0.316 -2.501 1.619
C -1.854 -1.020 2.714
C 0.856 -0.020 3.083
C -2.726 0.160 -2.383
C -2.997 -2.025 -0.582
C -3.943 0.472 0.091
C 0.510 3.532 1.571
C -2.019 2.485 1.573
C -0.755 2.939 -0.956
H 1.924 0.390 -1.987
H 2.871 -1.161 -0.022
H 1.346 -2.470 1.239
H -0.324 -3.020 0.885
H 0.260 -3.003 2.593
H -2.550 -1.590 2.085
H -2.317 -0.064 2.982
H -1.647 -1.590 3.629
H 1.910 -0.065 2.783
H 0.704 -0.523 4.041
H 0.601 1.040 3.191
H -3.797 0.406 -2.466
H -2.471 -0.681 -3.044
H -2.121 1.034 -2.666
H -4.090 -2.035 -0.509
H -2.600 -2.580 0.270
H -2.698 -2.559 -1.486
H -4.076 1.482 -0.308
H -3.900 0.493 1.182
H -4.811 -0.134 -0.190
H -0.156 4.177 2.166
H 1.071 4.187 0.898
H 1.195 3.052 2.268
H -2.008 3.451 2.107
H -2.227 1.698 2.309
H -2.837 2.556 0.847
H -0.381 3.972 -0.970
H -1.831 2.939 -1.189
H -0.204 2.353 -1.708
C 4.627 1.608 1.603
C 3.240 2.033 1.052
C 3.324 2.599 -0.285
C 4.228 3.651 -0.355
C 5.325 3.708 0.562
C 5.682 2.539 1.218
O 4.491 0.642 2.357
H 3.167 2.827 1.850
H 2.524 1.207 1.201
H 2.636 2.219 -1.055
H 3.968 4.465 -1.034
H 5.942 4.605 0.642
H 6.667 2.368 1.662
S 0.161 -1.060 -1.988
C -0.320 -2.739 -2.303
N -0.164 -3.887 -1.536
C -1.028 -4.951 -1.686
C -1.982 -4.911 -2.668
C -2.044 -3.848 -3.578
C -1.161 -2.794 -3.409
H 0.619 -4.007 -0.890
H -0.845 -5.844 -1.092
H -2.630 -5.774 -2.780
H -2.756 -3.820 -4.402
H -1.137 -1.954 -4.102
*
```

## Properties
lowest unoccupied orbital energy (spin up / spin down)	-10.70 / -10.94	eV
highest occupied orbital energy (spin up / spin down)	-15.09 / -15.08	eV

---

Below is a cluster of 2 separate species, C4H9F2N in total in a non-equilibrium geometry, with properties calculated with ωB97M-V/def2-TZVPD.

Structure (ORCA input):
```
! wB97M-V def2-TZVPD RIJCOSX def2/J DEFGRID3
* xyz 0 1
C 1.082 1.092 0.970
C 0.148 0.961 0.015
F -0.232 2.101 -0.714
N -0.565 -0.149 -0.227
C -1.779 -0.028 -1.061
C -0.262 -1.418 0.396
H 0.879 0.467 1.820
H 1.650 2.022 1.263
H -1.722 0.777 -1.748
H -1.940 -0.945 -1.664
H -2.717 0.235 -0.525
H 0.807 -1.577 0.227
H -0.544 -1.468 1.441
H -0.831 -2.155 -0.330
F 3.454 -0.112 -0.025
H 2.572 0.195 0.161
*
```

## Properties
lowest unoccupied orbital energy	0.69	eV
highest occupied orbital energy	-8.72	eV
SMILES	C=C(F)N(C)C.F

---

Below is an isolated molecule of C19H23N3O3 in a non-equilibrium geometry, with properties calculated with ωB97M-V/def2-TZVPD.

Structure (ORCA input):
```
! wB97M-V def2-TZVPD RIJCOSX def2/J DEFGRID3
* xyz 0 1
C -7.245 -2.767 0.122
C -5.830 -2.550 -0.402
C -5.491 -1.078 -0.635
C -5.433 -0.263 0.656
C -4.954 1.171 0.400
C -3.527 1.201 -0.125
O -3.249 1.356 -1.297
N -2.611 1.005 0.861
N -1.255 0.811 0.757
C -0.491 1.594 0.096
C -0.911 2.845 -0.607
C 0.922 1.193 0.071
C 1.960 2.122 0.075
C 3.281 1.720 0.061
C 3.596 0.364 0.034
N 4.906 -0.110 0.005
C 6.077 0.595 -0.005
O 6.174 1.805 0.009
C 7.261 -0.279 -0.036
C 8.590 0.060 -0.056
C 9.307 -1.156 -0.082
C 8.369 -2.144 -0.077
O 7.132 -1.631 -0.049
C 2.562 -0.574 0.040
C 1.248 -0.164 0.064
H -7.466 -3.830 0.184
H -7.368 -2.339 1.113
H -7.971 -2.306 -0.545
H -5.113 -2.980 0.302
H -5.720 -3.083 -1.349
H -6.234 -0.638 -1.304
H -4.523 -1.014 -1.136
H -6.425 -0.218 1.110
H -4.764 -0.759 1.365
H -5.590 1.635 -0.355
H -5.016 1.755 1.321
H -2.953 0.639 1.740
H -1.478 3.479 0.076
H -0.062 3.393 -1.001
H -1.579 2.587 -1.430
H 1.746 3.178 0.121
H 4.074 2.448 0.071
H 4.996 -1.118 -0.009
H 8.983 1.055 -0.051
H 10.370 -1.278 -0.103
H 8.455 -3.213 -0.091
H 2.799 -1.629 0.023
H 0.449 -0.888 0.067
*
```

## Properties
lowest unoccupied orbital energy	0.40	eV
highest occupied orbital energy	-8.17	eV
SMILES	CCCCCC(=O)N/N=C(\C)c1ccc(NC(=O)c2ccco2)cc1

---

Energy relative to the best compared isomer or geometry (same formula, charge and spin) values, unit kJ/mol, following the record order: 387.8, 116.0, 285.2.